1.
C42H67N7O5P2 as an isolated structure. Source: the OMol25 dataset; level of theory: the ωB97M-V functional and the def2-TZVPD basis.

Multiplicity ... 1
HOMO-LUMO gap ... 8.480 eV
HOMO level ... -8.052 eV

Positions of all 123 atoms, in Å:
C (7.78, -3.56, 3.26)
C (7.15, -3.15, 1.92)
C (5.81, -2.42, 2.13)
C (6.03, -0.92, 2.31)
C (4.75, -0.04, 2.27)
C (3.43, -0.74, 2.57)
C (2.25, 0.19, 2.20)
C (0.90, -0.35, 2.65)
C (-0.23, 0.65, 2.40)
C (-1.54, 0.29, 3.14)
C (-2.72, -0.09, 2.21)
C (-2.96, -1.60, 2.22)
C (-4.29, -1.97, 1.58)
O (-4.30, -3.26, 0.91)
P (-3.98, -4.53, 1.78)
O (-4.39, -4.45, 3.19)
O (-2.41, -4.84, 1.63)
O (-4.64, -5.72, 0.97)
P (-4.88, -7.20, 1.83)
C (-3.20, -7.94, 1.62)
O (-5.64, -8.04, 0.67)
H (7.72, -2.73, 3.96)
H (7.25, -4.41, 3.69)
H (8.83, -3.81, 3.13)
H (7.85, -2.46, 1.44)
H (7.01, -4.04, 1.30)
H (5.34, -2.84, 3.02)
H (5.18, -2.57, 1.26)
H (6.60, -0.71, 3.22)
H (6.67, -0.59, 1.49)
H (4.67, 0.42, 1.29)
H (4.84, 0.77, 3.00)
H (3.31, -1.65, 1.99)
H (3.35, -1.00, 3.63)
H (2.43, 1.17, 2.65)
H (2.26, 0.28, 1.11)
H (0.93, -0.57, 3.72)
H (0.67, -1.26, 2.08)
H (-0.43, 0.73, 1.33)
H (0.09, 1.64, 2.74)
H (-1.83, 1.08, 3.84)
H (-1.31, -0.58, 3.75)
H (-2.45, 0.21, 1.20)
H (-3.62, 0.45, 2.50)
H (-2.16, -2.07, 1.63)
H (-2.92, -1.99, 3.24)
H (-4.55, -1.23, 0.83)
H (-5.08, -1.99, 2.32)
H (-1.94, -4.43, 2.35)
H (-3.19, -8.68, 0.82)
H (-2.45, -7.19, 1.41)
H (-2.96, -8.41, 2.58)
H (-5.04, -8.45, 0.05)
N (5.23, 3.15, 0.19)
C (6.48, 3.70, 0.07)
C (6.80, 3.70, -1.26)
C (5.70, 3.14, -1.97)
C (4.75, 2.81, -1.04)
H (4.74, 3.02, 1.06)
H (7.03, 4.03, 0.93)
H (7.72, 4.06, -1.69)
H (5.62, 3.00, -3.03)
H (3.77, 2.37, -1.15)
N (-4.37, -5.38, -2.05)
C (-3.05, -5.06, -1.99)
C (-2.65, -4.65, -3.24)
C (-3.79, -4.73, -4.08)
C (-4.83, -5.18, -3.32)
H (-4.91, -5.70, -1.27)
H (-2.50, -5.14, -1.06)
H (-1.66, -4.33, -3.51)
H (-3.84, -4.49, -5.13)
H (-5.86, -5.38, -3.57)
N (-6.31, 2.49, 4.38)
C (-7.37, 2.63, 3.53)
C (-7.89, 1.39, 3.28)
C (-7.10, 0.45, 4.01)
C (-6.14, 1.16, 4.67)
H (-5.74, 3.23, 4.73)
H (-7.67, 3.60, 3.19)
H (-8.73, 1.17, 2.65)
H (-7.23, -0.61, 4.04)
H (-5.35, 0.84, 5.33)
N (-7.91, 6.44, 2.80)
C (-6.88, 6.53, 3.70)
C (-6.50, 7.85, 3.77)
C (-7.33, 8.58, 2.88)
C (-8.19, 7.69, 2.30)
H (-8.39, 5.60, 2.55)
H (-6.51, 5.67, 4.21)
H (-5.71, 8.24, 4.39)
H (-7.31, 9.64, 2.69)
H (-8.98, 7.83, 1.58)
N (3.84, 7.67, -4.01)
C (5.16, 7.92, -3.79)
C (5.59, 7.09, -2.78)
C (4.47, 6.30, -2.38)
C (3.41, 6.68, -3.15)
H (3.27, 8.13, -4.69)
H (5.68, 8.67, -4.36)
H (6.59, 7.05, -2.37)
H (4.46, 5.55, -1.62)
H (2.39, 6.34, -3.17)
N (7.64, 7.63, -5.96)
C (8.90, 8.15, -6.10)
C (9.21, 8.14, -7.43)
C (8.10, 7.60, -8.13)
C (7.15, 7.29, -7.19)
H (7.16, 7.51, -5.09)
H (9.46, 8.47, -5.24)
H (10.14, 8.49, -7.86)
H (8.01, 7.45, -9.19)
H (6.16, 6.87, -7.29)
N (-3.77, -10.11, -5.69)
C (-3.60, -8.78, -5.40)
C (-4.25, -8.52, -4.23)
C (-4.84, -9.74, -3.79)
C (-4.52, -10.71, -4.71)
H (-3.39, -10.58, -6.49)
H (-3.03, -8.14, -6.05)
H (-4.31, -7.56, -3.74)
H (-5.43, -9.90, -2.90)
H (-4.76, -11.75, -4.76)



2.
A 6-piece molecular cluster, C42H68F3IN10O9P3S overall at a distorted geometry. Source: the OMol25 dataset; level of theory: the ωB97M-V functional and the def2-TZVPD basis.

Multiplicity ... 1
HOMO-LUMO gap ... 3.783 eV
HOMO level ... -8.849 eV
Relative energy (zero: lowest compared OMol25 entry of this formula, charge and spin) ... 765.87 kJ/mol
Total charge ... +1

Positions of all 137 atoms, in Å:
C (-1.96, 8.68, 3.03)
O (-2.61, 7.67, 2.17)
C (-1.78, 6.45, 2.17)
C (-2.22, 5.51, 0.87)
C (-3.45, 4.48, 1.21)
C (-3.62, 3.42, -0.07)
C (-2.55, 2.18, 0.27)
C (-1.85, 1.53, -1.06)
C (-1.73, -0.14, -0.96)
C (-0.55, -0.61, -1.94)
C (0.74, -1.40, -1.40)
C (0.80, -1.82, 0.21)
N (0.79, -0.67, 1.13)
C (0.33, -0.80, 2.52)
O (0.89, -1.34, 3.61)
F (-1.10, -0.37, 2.82)
C (0.99, 0.71, 0.75)
O (0.59, 1.69, 1.62)
F (1.69, 1.37, -0.40)
C (-0.44, -2.86, 0.61)
P (-1.49, -3.72, -0.69)
O (-1.66, -5.43, -0.20)
O (-1.15, -3.79, -2.34)
S (-3.42, -3.18, -0.63)
N (-0.10, -3.90, 1.65)
C (-0.93, -3.89, 2.88)
C (1.29, -4.35, 1.74)
N (1.51, -5.73, 1.75)
C (0.44, -6.80, 1.74)
N (1.04, -8.11, 2.30)
N (2.37, -3.29, 1.81)
C (3.70, -3.76, 2.24)
C (3.52, -4.31, 3.82)
C (5.01, -4.19, 4.52)
F (5.19, -2.85, 5.18)
C (2.33, -2.48, 0.52)
C (3.56, -1.41, 0.34)
P (4.15, -0.32, 1.76)
O (3.75, -0.72, 3.22)
O (3.97, 1.43, 1.50)
O (5.93, -0.45, 1.81)
P (2.84, -3.87, -0.76)
O (1.52, -4.75, -1.39)
I (3.83, -2.79, -2.81)
H (-1.33, 9.40, 2.32)
H (-2.80, 9.27, 3.60)
H (-1.23, 8.14, 3.80)
H (-1.85, 5.88, 3.19)
H (-0.66, 6.82, 2.02)
H (-1.24, 4.92, 0.57)
H (-2.59, 6.24, 0.01)
H (-3.10, 3.86, 2.17)
H (-4.46, 4.99, 1.51)
H (-3.40, 3.93, -1.10)
H (-4.69, 2.95, 0.03)
H (-1.74, 2.66, 0.96)
H (-3.06, 1.30, 0.86)
H (-0.78, 2.04, -1.21)
H (-2.49, 1.87, -2.00)
H (-1.64, -0.35, 0.18)
H (-2.77, -0.50, -1.43)
H (-1.05, -1.25, -2.81)
H (-0.18, 0.37, -2.52)
H (0.89, -2.34, -2.12)
H (1.69, -0.75, -1.73)
H (-1.34, -2.26, 1.14)
H (-2.21, -5.92, -0.89)
H (-1.10, -4.76, -2.66)
H (-0.30, -4.34, 3.78)
H (-1.39, -2.88, 3.23)
H (-1.85, -4.63, 2.71)
H (2.49, -6.13, 1.78)
H (0.21, -7.05, 0.60)
H (-0.50, -6.59, 2.39)
H (0.21, -8.77, 2.24)
H (1.13, -7.94, 3.35)
H (4.13, -4.72, 1.67)
H (4.59, -3.03, 2.31)
H (2.84, -3.48, 4.35)
H (3.04, -5.37, 3.88)
H (5.24, -5.06, 5.27)
H (5.83, -4.23, 3.67)
H (4.52, -2.09, 0.08)
H (3.48, -0.70, -0.59)
H (3.91, 1.78, 2.45)
H (6.08, -1.44, 1.63)
H (1.67, -5.72, -1.14)
N (5.28, -5.16, -5.77)
C (5.03, -4.65, -7.01)
C (4.89, -5.70, -7.89)
C (5.06, -6.89, -7.14)
C (5.29, -6.53, -5.83)
H (5.43, -4.61, -4.93)
H (4.98, -3.58, -7.17)
H (4.69, -5.62, -8.95)
H (5.01, -7.91, -7.52)
H (5.47, -7.13, -4.95)
N (3.20, -1.30, -6.26)
C (1.95, -1.85, -6.14)
C (1.17, -1.38, -7.17)
C (1.98, -0.52, -7.95)
C (3.23, -0.49, -7.37)
H (3.98, -1.47, -5.64)
H (1.73, -2.53, -5.33)
H (0.14, -1.62, -7.34)
H (1.69, 0.03, -8.84)
H (4.14, 0.04, -7.65)
N (2.90, 6.30, 1.38)
C (3.15, 6.97, 2.55)
C (3.24, 8.31, 2.27)
C (3.04, 8.46, 0.87)
C (2.83, 7.21, 0.35)
H (2.79, 5.30, 1.29)
H (3.23, 6.43, 3.49)
H (3.43, 9.10, 2.99)
H (3.05, 9.39, 0.31)
H (2.64, 6.88, -0.66)
N (-7.05, -3.64, 0.61)
C (-7.82, -4.72, 0.94)
C (-8.55, -4.40, 2.06)
C (-8.21, -3.07, 2.42)
C (-7.28, -2.63, 1.50)
H (-6.41, -3.60, -0.17)
H (-7.79, -5.63, 0.35)
H (-9.25, -5.04, 2.57)
H (-8.59, -2.50, 3.25)
H (-6.76, -1.68, 1.41)
N (-5.24, 9.71, 1.26)
C (-5.09, 10.84, 2.03)
C (-6.11, 11.71, 1.72)
C (-6.91, 11.08, 0.73)
C (-6.35, 9.85, 0.47)
H (-4.63, 8.90, 1.28)
H (-4.27, 10.92, 2.73)
H (-6.26, 12.69, 2.15)
H (-7.80, 11.49, 0.26)
H (-6.65, 9.06, -0.21)



3.
C42H70BN10RbSe4 as an isolated structure at a distorted geometry. Source: the OMol25 dataset; level of theory: the ωB97M-V functional and the def2-TZVPD basis.

Multiplicity ... 1
HOMO-LUMO gap ... 4.156 eV
HOMO level ... -0.633 eV
Relative energy (zero: lowest compared OMol25 entry of this formula, charge and spin) ... 43.89 kJ/mol
Total charge ... -2

Positions of all 128 atoms, in Å:
Rb (0.24, -0.15, 0.11)
C (-2.28, -1.91, -3.57)
C (-3.25, -1.22, -2.67)
C (-3.49, 0.15, -2.81)
C (-2.80, 0.90, -3.92)
C (-4.37, 0.80, -1.94)
C (-4.70, 2.26, -2.17)
C (-4.94, 0.09, -0.88)
C (-5.78, 0.79, 0.16)
C (-4.74, -1.29, -0.77)
C (-5.38, -2.03, 0.38)
C (-3.95, -1.96, -1.71)
C (-3.81, -3.45, -1.73)
H (-2.79, -2.34, -4.44)
H (-1.79, -2.73, -3.06)
H (-1.52, -1.24, -3.93)
H (-3.09, 0.49, -4.89)
H (-1.71, 0.78, -3.84)
H (-3.00, 1.96, -3.91)
H (-4.83, 2.45, -3.23)
H (-3.89, 2.90, -1.80)
H (-5.62, 2.54, -1.67)
H (-5.54, 0.42, 1.16)
H (-6.84, 0.62, -0.01)
H (-5.61, 1.86, 0.18)
H (-5.05, -3.06, 0.43)
H (-6.47, -2.02, 0.31)
H (-5.10, -1.56, 1.32)
H (-2.90, -3.77, -1.22)
H (-3.74, -3.81, -2.76)
H (-4.66, -3.95, -1.27)
C (0.68, 1.99, 6.48)
C (0.01, 2.02, 5.15)
C (-1.04, 2.85, 4.79)
C (-1.34, 2.49, 3.47)
N (-0.52, 1.52, 3.07)
N (0.30, 1.24, 4.09)
B (1.31, 0.06, 4.11)
N (2.53, 0.25, 3.18)
N (2.68, -0.39, 2.01)
C (3.95, -0.29, 1.65)
C (4.65, 0.45, 2.60)
C (3.71, 0.77, 3.56)
C (3.94, 1.58, 4.79)
C (4.49, -0.94, 0.40)
C (3.70, -2.21, 0.09)
C (4.41, 0.03, -0.77)
C (5.96, -1.33, 0.62)
N (0.60, -1.28, 3.85)
N (0.26, -1.75, 2.64)
C (-0.21, -2.98, 2.81)
C (-0.18, -3.31, 4.18)
C (0.35, -2.20, 4.80)
C (0.60, -2.03, 6.26)
C (-0.66, -3.91, 1.71)
C (0.08, -5.25, 1.88)
C (-2.18, -4.13, 1.81)
C (-0.34, -3.37, 0.33)
C (-2.45, 3.08, 2.63)
C (-2.46, 2.48, 1.23)
C (-3.79, 2.78, 3.32)
C (-2.28, 4.60, 2.55)
H (0.26, 2.77, 7.11)
H (0.54, 1.03, 6.98)
H (1.75, 2.16, 6.39)
H (-1.51, 3.60, 5.39)
H (1.75, 0.02, 5.21)
H (5.69, 0.70, 2.62)
H (4.97, 1.93, 4.83)
H (3.28, 2.46, 4.79)
H (3.73, 1.00, 5.70)
H (2.65, -1.96, -0.07)
H (4.08, -2.69, -0.81)
H (3.76, -2.91, 0.92)
H (3.37, 0.25, -1.01)
H (4.93, 0.96, -0.55)
H (4.86, -0.41, -1.66)
H (6.06, -1.98, 1.49)
H (6.32, -1.87, -0.26)
H (6.59, -0.45, 0.76)
H (-0.49, -4.22, 4.66)
H (0.34, -2.95, 6.78)
H (1.65, -1.82, 6.46)
H (0.00, -1.22, 6.68)
H (-0.16, -5.71, 2.84)
H (-0.20, -5.93, 1.08)
H (1.15, -5.08, 1.83)
H (-2.45, -4.56, 2.77)
H (-2.69, -3.17, 1.70)
H (-2.51, -4.79, 1.02)
H (0.73, -3.22, 0.23)
H (-0.64, -4.08, -0.44)
H (-0.86, -2.42, 0.15)
H (-2.63, 1.40, 1.28)
H (-3.25, 2.93, 0.63)
H (-1.50, 2.65, 0.74)
H (-3.94, 1.71, 3.40)
H (-3.81, 3.21, 4.33)
H (-4.61, 3.22, 2.75)
H (-1.31, 4.86, 2.12)
H (-3.06, 5.03, 1.92)
H (-2.33, 5.05, 3.53)
Se (1.15, 0.74, -4.06)
Se (2.23, -1.30, -4.38)
Se (1.46, -2.83, -2.83)
Se (0.26, -4.56, -3.79)
C (0.15, 3.82, -1.74)
N (0.66, 5.14, -2.12)
C (2.00, 4.94, -2.67)
N (2.91, 4.33, -1.71)
C (2.34, 3.03, -1.34)
N (1.01, 3.16, -0.75)
C (1.12, 4.02, 0.42)
N (1.65, 5.35, 0.09)
C (0.78, 5.95, -0.92)
C (2.97, 5.16, -0.52)
H (0.10, 3.19, -2.63)
H (-0.85, 3.95, -1.32)
H (2.41, 5.92, -2.97)
H (1.93, 4.29, -3.55)
H (3.00, 2.56, -0.61)
H (2.27, 2.40, -2.24)
H (1.78, 3.55, 1.15)
H (0.13, 4.15, 0.87)
H (1.19, 6.93, -1.19)
H (-0.21, 6.08, -0.48)
H (3.63, 4.68, 0.21)
H (3.37, 6.14, -0.80)



- Among the records above, which one has the highest HOMO level?
  C42H70BN10RbSe4



- Which value of HOMO level does entry 3 give?
  -0.633 eV